(1)
Formula: C17H19F3N5O4S2
Source: the OMol25 dataset
Level of theory: ωB97M-V/def2-TZVPD

The HOMO energy comes out at -4.42 eV. The charge is -1. Its LUMO energy is 1.5 eV.

Geometry as XYZ:
```
50
Properties=species:S:1:pos:R:3:forces:R:3
O 3.823 2.072 -2.395 0.382 -0.198 -0.076
O -0.120 3.429 3.842 0.444 0.332 -0.526
O 2.402 5.476 -0.077 -0.595 -0.285 -0.217
O -1.778 2.120 3.155 -0.267 -0.287 -0.585
F -0.155 -1.039 -2.472 -0.709 0.389 0.149
F -2.359 -0.963 -2.391 0.715 0.326 0.089
F -1.160 0.201 -0.952 -0.051 -0.898 -0.760
S -0.127 -10.884 2.239 -0.149 0.619 -0.092
N -0.408 -7.403 0.460 -0.573 1.036 0.860
S -1.034 -8.070 2.902 0.137 0.087 -0.724
C 2.771 2.630 -2.124 0.649 -0.224 -1.168
C -0.847 2.932 2.954 -0.359 -0.339 1.275
C 1.321 4.958 -0.355 1.641 -0.001 0.424
C -0.404 -9.291 1.835 0.724 -1.070 -1.210
C -0.885 -6.911 1.584 0.498 0.352 -1.155
C -1.373 -4.615 -0.447 0.002 0.200 -0.276
C -1.101 -3.215 1.487 0.013 0.380 -0.490
C -1.373 -3.478 -1.268 0.095 0.253 0.585
C -1.102 -2.073 0.674 -0.097 -0.261 -0.290
C -1.223 -4.498 0.941 0.029 0.864 -0.557
C -1.233 -2.189 -0.722 0.015 -0.436 0.687
N -0.151 -8.742 0.593 -0.682 -0.169 2.307
N -1.233 -5.581 1.827 0.150 -1.340 0.110
N 0.245 5.694 -0.664 -1.005 0.224 -0.623
N 2.360 2.736 -0.864 -1.294 0.737 1.175
C 1.913 3.189 -3.241 0.068 -0.043 0.320
C -1.226 -0.972 -1.637 0.062 -0.511 0.768
C 0.235 7.154 -0.660 0.328 -0.408 0.320
C -0.585 3.356 1.505 0.422 0.028 -0.467
C 0.793 2.878 1.020 -0.240 0.502 0.045
C 1.154 3.423 -0.373 0.118 -0.345 -0.077
H -1.500 -5.590 -0.903 0.096 0.101 0.098
H -0.997 -3.083 2.558 0.010 -0.030 -0.036
H -1.482 -3.599 -2.343 -0.004 -0.013 0.172
H -1.005 -1.095 1.145 -0.048 -0.196 -0.149
H 0.286 -9.295 -0.144 -0.313 0.548 0.330
H -1.358 -5.343 2.805 0.081 -0.092 -0.388
H -0.628 5.213 -0.812 0.093 0.045 0.056
H 3.004 2.393 -0.170 0.061 0.035 0.020
H 1.802 4.263 -3.104 -0.241 0.115 -0.039
H 0.944 2.697 -3.231 -0.218 0.139 -0.054
H 2.409 2.993 -4.189 0.016 -0.022 0.153
H 0.248 7.511 0.372 0.009 0.171 -0.074
H 1.126 7.529 -1.168 -0.087 -0.058 0.069
H -0.657 7.529 -1.165 0.049 -0.180 0.036
H -0.644 4.444 1.456 0.080 0.100 0.113
H -1.353 2.951 0.840 -0.069 -0.075 0.091
H 0.781 1.787 0.981 0.101 -0.027 -0.118
H 1.562 3.188 1.729 -0.025 0.013 0.106
H 0.322 3.181 -1.033 -0.065 -0.088 -0.207
```
Positions in Å, forces in eV/Å.



(2)
Formula: C17H19GdNPS
Source: the OMol25 dataset
Level of theory: ωB97M-V/def2-TZVPD

The HOMO energy (alpha / beta) comes out at -3.65 / -6.95 eV. The charge is 0. Its energy above the lowest of the compared OMol25 structures with the same formula, charge and spin is 83.1 kcal/mol. Its LUMO energy (alpha / beta) is 0.2 / 0.2 eV. As for the spin multiplicity: 8.

Geometry as XYZ:
```
40
Properties=species:S:1:pos:R:3:forces:R:3
C -0.463 0.067 -5.070 0.489 1.834 -1.205
C -1.287 1.076 -4.435 0.820 0.728 -1.407
C -0.399 2.013 -3.760 0.220 0.987 -3.106
C 0.986 1.606 -4.048 -0.955 0.827 -1.687
C 0.936 0.413 -4.853 -1.043 0.893 -1.251
Gd -0.063 0.078 -2.719 0.126 -1.402 6.988
P -0.132 -2.443 -2.433 -0.429 -0.640 0.151
H -0.829 -0.791 -5.636 0.165 0.341 0.220
H -2.380 1.125 -4.443 0.594 -0.116 0.021
H -0.699 2.854 -3.146 0.014 -0.096 -0.176
H 1.803 -0.134 -5.239 -0.477 0.194 0.250
H 1.883 2.119 -3.700 -0.291 -0.230 -0.127
H 0.968 -3.127 -2.859 0.729 -1.369 -0.133
H -1.184 -3.095 -2.992 -0.640 -1.302 -0.460
H -0.220 -2.754 -1.079 0.075 -0.669 0.184
N 0.415 -0.230 -0.528 0.305 -0.428 1.073
S -0.842 -0.100 0.504 1.427 0.432 -0.328
C -0.272 -1.316 1.723 -0.495 -0.861 0.703
C -1.190 -2.251 2.215 0.315 0.160 0.016
C -0.767 -3.217 3.129 0.117 -0.052 0.050
C 0.563 -3.260 3.551 -0.178 0.114 -0.155
C 1.473 -2.323 3.060 -0.179 0.206 -0.208
C 1.051 -1.344 2.148 0.521 -0.369 0.514
C -0.426 1.372 1.439 -0.596 0.284 0.716
C 0.761 2.081 1.302 0.195 0.294 0.152
C 0.983 3.204 2.114 -0.168 -0.231 -0.124
C 0.028 3.602 3.048 -0.107 -0.080 -0.002
C -1.160 2.878 3.182 0.062 -0.040 -0.111
C -1.387 1.764 2.382 0.230 0.213 -0.069
H 0.959 -1.087 -0.335 -0.158 0.410 0.237
H -2.227 -2.231 1.881 0.196 0.041 0.019
H -1.478 -3.949 3.513 0.158 0.195 -0.117
H 0.892 -4.023 4.257 -0.107 0.201 -0.178
H 2.517 -2.357 3.385 -0.385 0.077 -0.152
H 1.788 -0.631 1.780 -0.319 -0.046 0.002
H 1.517 1.783 0.576 -0.309 -0.073 0.083
H 1.909 3.772 2.012 -0.264 -0.208 -0.009
H 0.197 4.476 3.677 0.013 -0.211 -0.180
H -1.914 3.180 3.908 0.208 -0.051 -0.159
H -2.312 1.200 2.487 0.122 0.042 -0.035
```
Positions in Å, forces in eV/Å.



(3)
Formula: C17H19IMnN3O
Source: the OMol25 dataset
Level of theory: ωB97M-V/def2-TZVPD

The HOMO energy (alpha / beta) comes out at -4.43 / -8.36 eV. The charge is 0. Its energy above the lowest of the compared OMol25 structures with the same formula, charge and spin is 44.8 kcal/mol. Its LUMO energy (alpha / beta) is -1.4 / -0.8 eV. As for the spin multiplicity: 7.

Geometry as XYZ:
```
42
Properties=species:S:1:pos:R:3:forces:R:3
C -3.074 -1.061 -4.516 -0.026 0.015 0.064
C -3.814 0.270 -4.351 0.025 -0.060 -0.040
H -2.246 -0.969 -5.227 -0.102 -0.014 0.142
H -3.745 -1.844 -4.888 0.091 0.124 0.010
H -2.658 -1.405 -3.563 -0.061 0.044 -0.188
H -3.195 1.005 -3.825 -0.072 -0.092 -0.096
H -4.083 0.697 -5.323 0.002 -0.046 0.154
H -4.738 0.141 -3.776 0.131 0.033 -0.057
C 2.813 -1.374 -0.087 0.505 0.230 0.249
C 4.174 -1.492 0.171 -0.623 -0.544 -0.408
C 4.815 -0.477 0.880 -0.339 0.941 0.436
C 4.072 0.618 1.305 0.850 -0.624 -0.119
H 2.251 -2.127 -0.634 0.235 0.083 0.086
H 4.714 -2.365 -0.181 -0.091 0.119 0.039
H 5.877 -0.536 1.099 -0.127 0.021 -0.025
H 4.552 1.417 1.858 -0.050 -0.132 -0.081
N 2.092 -0.317 0.322 0.337 -0.322 -0.437
C 2.705 0.678 1.014 -0.879 1.141 0.475
C 1.838 1.794 1.421 1.062 -1.156 -0.325
N 0.525 1.698 1.056 -0.496 0.894 -0.438
C -0.317 2.691 1.402 0.596 0.458 0.429
C 1.427 3.919 2.492 1.164 -0.629 -0.085
C 0.090 3.810 2.114 -1.193 -0.419 -0.447
H -1.346 2.562 1.086 -0.021 0.112 0.055
H -0.635 4.577 2.364 0.084 -0.112 -0.038
C 2.302 2.899 2.140 -0.377 0.909 0.428
H 3.347 2.960 2.422 -0.153 0.019 -0.022
H 1.782 4.780 3.050 -0.032 -0.114 -0.078
Mn 0.000 0.000 0.000 0.953 0.171 -0.487
I -0.507 -2.168 -1.307 -0.283 -0.243 -1.294
O -0.452 -0.710 1.772 -1.726 -1.843 0.828
N -1.262 -1.772 1.669 -0.444 -1.439 1.676
C -0.736 -3.094 1.978 -4.752 1.230 1.169
C -1.777 -4.186 1.901 2.589 1.755 -0.107
C -3.060 -3.929 1.615 -1.533 1.648 -0.936
C -3.513 -2.553 1.357 0.052 -2.723 0.390
C -2.641 -1.542 1.391 2.276 0.094 0.007
H -0.300 -3.087 3.000 1.300 0.083 -1.279
H -1.471 -5.210 2.091 0.191 0.224 0.192
H -3.778 -4.741 1.576 0.016 0.170 0.000
H -4.560 -2.361 1.142 0.205 0.006 0.082
H -2.990 -0.530 1.203 0.715 -0.010 0.074
```
Positions in Å, forces in eV/Å.



(4)
Formula: C17H19N
Source: the OMol25 dataset
Level of theory: ωB97M-V/def2-TZVPD

The HOMO energy comes out at -7.86 eV. As for the SMILES: CCc1c[nH]c2ccccc12.Cc1ccccc1. The charge is 0. Its energy above the lowest of the compared OMol25 structures with the same formula, charge and spin is 21.8 kcal/mol. Its LUMO energy is 0.8 eV.

Geometry as XYZ:
```
37
Properties=species:S:1:pos:R:3:forces:R:3
C -1.382 -3.351 2.395 -0.500 0.522 0.421
C -2.299 -0.286 0.400 0.281 -0.347 -0.813
C -3.328 0.318 1.128 0.960 -0.173 -0.353
C -1.777 -1.506 0.771 -0.311 -0.391 1.748
C -2.115 -2.083 2.028 1.297 0.527 -1.345
C -3.666 -0.259 2.331 0.001 -0.194 0.208
C -2.947 -1.353 2.843 -1.410 -0.141 -0.130
H -1.889 0.133 -0.515 -0.297 0.317 0.067
H -3.715 1.253 0.749 -0.446 -0.061 0.170
H -0.996 -2.046 0.260 0.011 0.303 -0.642
H -4.537 0.056 2.885 0.149 0.496 0.244
H -2.057 -4.198 2.447 -0.017 -0.248 -0.128
H -0.975 -3.205 3.373 0.286 -0.142 0.846
H -3.240 -1.651 3.842 0.232 -0.392 0.013
H -0.530 -3.557 1.755 -0.173 -0.044 -0.317
C 0.353 3.094 -1.547 -0.299 1.092 0.304
C 0.667 3.788 -0.186 0.349 -0.894 -0.758
C 0.652 1.636 -1.661 0.738 0.693 -0.282
C 0.001 0.785 -2.484 -0.300 0.066 -0.007
C 1.746 0.895 -1.081 -0.251 -0.190 0.556
C 1.647 -0.415 -1.580 -0.544 -0.130 -0.070
C 2.712 1.136 -0.100 0.880 -0.253 -0.480
C 2.484 -1.447 -1.190 0.663 0.049 0.260
C 3.589 0.118 0.258 -0.614 0.938 0.369
C 3.482 -1.159 -0.272 -0.956 0.585 -0.755
N 0.572 -0.460 -2.451 0.760 -0.559 0.221
H -0.694 3.229 -1.748 -0.788 -0.192 0.085
H 0.754 3.747 -2.331 0.612 -0.557 -0.121
H 0.997 3.033 0.523 -0.292 0.132 0.286
H -0.781 1.038 -3.171 -0.393 -0.157 -0.064
H 0.139 -1.348 -2.629 -0.290 0.180 -0.410
H 2.939 2.112 0.298 -0.379 0.187 0.088
H 2.452 -2.439 -1.610 -0.279 -0.139 -0.192
H 4.291 0.398 1.026 0.462 -0.372 -0.009
H 4.186 -1.907 -0.065 0.859 -0.927 0.572
H -0.213 4.306 0.179 0.127 0.158 0.188
H 1.510 4.460 -0.333 -0.130 0.259 0.232
```
Positions in Å, forces in eV/Å.



(5)
Formula: C17H19N
Source: the OMol25 dataset
Level of theory: ωB97M-V/def2-TZVPD

The HOMO energy comes out at -7.95 eV. As for the SMILES: Cc1c[nH]c2ccccc12.CCc1ccccc1. The charge is 0. Its energy above the lowest of the compared OMol25 structures with the same formula, charge and spin is 7.5 kcal/mol. Its LUMO energy is 0.9 eV.

Geometry as XYZ:
```
37
Properties=species:S:1:pos:R:3:forces:R:3
C -0.663 0.460 -1.932 -0.300 -0.303 -0.456
C 0.026 1.823 -2.075 -0.245 -0.622 -0.154
C -1.803 0.397 -0.952 -0.230 0.744 1.068
C -3.025 -0.193 -1.203 -0.129 -0.193 -0.379
C -1.691 1.060 0.287 1.048 -0.358 -0.765
C -4.095 -0.107 -0.304 0.491 -0.285 -0.849
C -2.710 1.133 1.200 -0.346 -0.349 0.114
C -3.933 0.514 0.910 -0.039 0.466 0.135
H -1.075 0.190 -2.908 -0.009 0.034 -0.101
H 0.064 -0.328 -1.737 0.117 0.096 0.297
H 0.430 2.198 -1.140 0.182 -0.031 0.102
H -3.160 -0.745 -2.128 -0.104 0.132 -0.100
H -0.693 1.428 0.506 -0.320 0.396 0.245
H -5.035 -0.505 -0.666 -0.123 -0.134 0.472
H -2.540 1.665 2.127 -0.143 -0.084 0.116
H -4.766 0.552 1.594 -0.041 0.133 0.182
H -0.687 2.554 -2.453 0.084 0.095 -0.075
H 0.836 1.674 -2.794 0.025 0.377 0.074
C -0.156 -2.687 0.635 0.487 -0.303 -0.394
C 1.024 -1.921 0.110 -0.478 0.421 1.053
C 1.750 -2.071 -1.014 0.378 0.097 -0.975
C 1.551 -0.746 0.783 -0.840 -0.025 -1.263
C 2.578 -0.234 -0.031 -0.537 0.440 0.178
C 1.005 0.032 1.803 0.867 -0.843 0.788
C 3.213 0.955 0.304 0.797 -0.016 0.395
C 1.747 1.111 2.235 -0.379 0.341 -0.289
C 2.851 1.558 1.491 -0.430 0.123 -0.077
N 2.625 -1.002 -1.160 0.561 -0.333 0.180
H 0.043 -3.030 1.648 -0.068 -0.026 0.140
H -0.290 -3.562 0.009 -0.243 -0.254 -0.025
H 1.743 -2.795 -1.821 -0.312 -0.060 0.301
H 3.328 -0.915 -1.872 0.008 -0.154 0.030
H 0.105 -0.332 2.286 0.060 0.258 0.182
H 4.057 1.343 -0.251 -0.105 0.056 -0.237
H 1.437 1.707 3.078 -0.132 0.000 0.179
H 3.329 2.468 1.819 0.271 0.014 -0.037
H -1.092 -2.121 0.636 0.177 0.149 -0.057
```
Positions in Å, forces in eV/Å.



(6)
Formula: C17H19N3O3
Source: the OMol25 dataset
Level of theory: ωB97M-V/def2-TZVPD

The HOMO energy comes out at -8.89 eV. As for the SMILES: CCN(Cc1ccccc1)C(=O)COC(=O)c1cnc(C)cn1. The charge is 0. Its energy above the lowest of the compared OMol25 structures with the same formula, charge and spin is 20.6 kcal/mol. Its LUMO energy is 0.0 eV.

Geometry as XYZ:
```
42
Properties=species:S:1:pos:R:3:forces:R:3
C 0.243 -1.688 1.032 0.204 -0.083 -0.100
H 0.184 -1.517 2.103 -0.089 0.000 0.049
H -0.328 -0.907 0.536 -0.093 0.057 0.025
H -0.211 -2.650 0.806 -0.071 -0.115 -0.004
C 1.695 -1.687 0.556 -0.262 -0.317 -0.064
N 2.336 -0.394 0.662 0.028 -0.027 0.380
C 2.749 0.378 -0.365 0.055 -0.149 -0.390
O 3.432 1.371 -0.210 0.121 0.256 -0.175
C 2.398 -0.054 -1.797 0.368 0.444 -0.046
H 2.597 0.819 -2.426 -0.007 -0.177 0.176
H 3.042 -0.881 -2.108 -0.101 0.083 0.039
O 1.065 -0.504 -2.010 -0.167 -0.251 -0.075
C 0.091 0.363 -1.685 0.047 0.315 0.018
O 0.287 1.453 -1.225 -0.004 -0.180 -0.079
C -1.251 -0.216 -1.984 -0.425 -0.274 -0.257
N -2.280 0.255 -1.280 0.356 0.237 0.062
C -3.472 -0.233 -1.545 0.036 -0.169 -0.094
C -3.673 -1.220 -2.519 0.206 0.067 0.016
N -2.644 -1.678 -3.222 -0.312 -0.175 -0.184
C -1.445 -1.183 -2.968 0.319 0.294 0.339
H -0.628 -1.563 -3.564 0.116 0.017 0.031
C -5.020 -1.791 -2.805 -0.077 0.035 0.051
H -4.942 -2.526 -3.601 -0.019 -0.009 -0.007
H -5.706 -1.002 -3.105 -0.112 0.009 -0.025
H -5.424 -2.265 -1.913 -0.095 -0.047 0.030
H -4.292 0.164 -0.962 -0.154 -0.030 0.007
C 2.643 0.062 2.009 0.211 0.244 0.000
C 1.452 0.643 2.727 0.000 0.012 0.160
C 1.197 0.306 4.050 0.086 0.038 -0.102
C 0.110 0.847 4.715 -0.057 0.000 0.111
C -0.737 1.724 4.060 -0.083 0.010 0.095
C -0.486 2.066 2.742 -0.011 0.034 -0.040
C 0.606 1.535 2.079 0.091 -0.008 0.018
H 0.796 1.811 1.053 0.015 0.014 -0.108
H -1.141 2.750 2.224 -0.066 0.069 -0.054
H -1.589 2.140 4.578 -0.069 0.032 0.036
H -0.077 0.578 5.745 -0.025 -0.019 0.075
H 1.854 -0.382 4.565 0.060 -0.085 0.030
H 3.058 -0.776 2.578 -0.025 0.049 -0.029
H 3.412 0.836 1.907 -0.072 -0.224 0.073
H 1.737 -2.030 -0.478 0.081 -0.014 0.142
H 2.270 -2.395 1.167 -0.004 0.039 -0.132
```
Positions in Å, forces in eV/Å.



- Which of these has the lowest charge?
  C17H19F3N5O4S2



- Which of these has the lowest charge?
  C17H19F3N5O4S2